{
  "formula": "C24H24AlB3Br12O24",
  "method": "ωB97M-V/def2-TZVPD",
  "lumo_ev": [-0.36, -4.15],
  "fmax_ev_per_a": 6.91,
  "total_energy_ev": -923568.8172,
  "s_squared": 0.76,
  "spin_multiplicity": 2,
  "orbital_gap_ev": [7.448, 3.621],
  "charge": -1,
  "symbols": ["Al", "O", "C", "O", "B", "O", "C", "O", "O", "C", "O", "C", "O", "O", "O", "C", "O", "B", "O", "C", "O", "O", "C", "O", "C", "O", "O", "O", "C", "O", "B", "O", "C", "O", "O", "C", "O", "C", "O", "O", "Br", "C", "C", "Br", "H", "H", "H", "H", "Br", "C", "C", "Br", "H", "H", "H", "H", "Br", "C", "C", "Br", "H", "H", "H", "H", "Br", "C", "C", "Br", "H", "H", "H", "H", "Br", "C", "C", "Br", "H", "H", "H", "H", "Br", "C", "C", "Br", "H", "H", "H", "H"],
  "coordinates": [[19.356, 14.338, 5.864], [20.579, 11.704, 5.791], [20.917, 10.875, 4.940], [21.201, 11.160, 3.703], [21.291, 9.893, 2.855], [21.026, 8.768, 3.790], [20.787, 9.323, 4.963], [20.436, 8.750, 5.974], [22.514, 9.741, 2.080], [22.240, 9.695, 0.772], [23.050, 9.705, -0.119], [20.752, 9.734, 0.574], [20.231, 9.855, 1.763], [20.200, 9.626, -0.538], [20.483, 15.444, 3.301], [20.624, 14.698, 2.319], [21.326, 14.946, 1.187], [21.124, 13.734, 0.345], [20.234, 12.820, 1.040], [19.918, 13.298, 2.187], [19.090, 12.860, 2.953], [20.542, 14.142, -0.975], [21.311, 13.680, -1.995], [21.062, 13.829, -3.221], [22.537, 12.959, -1.384], [22.388, 13.007, -0.064], [23.384, 12.327, -2.058], [27.377, 10.546, 2.874], [26.398, 11.290, 2.796], [25.919, 12.101, 3.694], [24.743, 12.773, 3.093], [24.574, 12.249, 1.727], [25.630, 11.517, 1.531], [25.870, 10.960, 0.467], [25.006, 14.209, 3.062], [24.056, 14.865, 3.789], [23.865, 16.080, 3.861], [23.132, 13.839, 4.402], [23.520, 12.681, 3.977], [22.234, 14.120, 5.157], [23.366, 14.390, 7.856], [24.128, 14.041, 9.651], [25.584, 14.588, 9.772], [26.300, 14.677, 11.625], [24.104, 12.968, 9.839], [23.446, 14.505, 10.363], [25.544, 15.596, 9.359], [26.339, 13.991, 9.260], [23.630, 21.141, 5.987], [22.105, 19.912, 6.097], [22.681, 18.484, 6.038], [21.396, 17.060, 6.521], [21.449, 20.130, 5.255], [21.571, 20.172, 7.011], [23.483, 18.548, 6.775], [23.159, 18.193, 5.103], [27.409, 14.354, 6.098], [29.236, 13.934, 5.322], [29.232, 13.523, 3.839], [31.108, 13.180, 3.140], [29.632, 13.132, 5.944], [29.920, 14.755, 5.538], [28.685, 14.205, 3.187], [28.705, 12.573, 3.752], [30.695, 10.429, 0.710], [30.253, 9.775, 2.513], [29.554, 8.442, 2.421], [28.890, 7.646, 4.120], [29.598, 10.520, 2.965], [31.174, 9.723, 3.094], [30.295, 7.746, 2.028], [28.745, 8.426, 1.690], [23.773, 16.511, -1.151], [24.667, 15.593, 0.389], [26.154, 15.292, 0.124], [26.387, 14.311, -1.545], [24.135, 14.655, 0.552], [24.518, 16.262, 1.237], [26.536, 14.719, 0.969], [26.725, 16.201, -0.065], [26.179, 11.222, 8.164], [25.367, 10.566, 6.451], [25.619, 9.072, 6.286], [24.950, 8.547, 4.526], [25.833, 11.212, 5.707], [24.359, 10.979, 6.497], [25.150, 8.404, 7.009], [26.701, 8.948, 6.337]]
}